#i
Computed, not measured: a cluster of 4 separate species, C2H11O3S in total, with ωB97M-V/def2-TZVPD.

Geometry as XYZ:
```
17
Properties=species:S:1:pos:R:3
H 2.453 0.836 -1.712
H -1.474 -1.896 -0.812
C 1.730 0.555 -0.953
O -0.661 1.194 1.947
S -1.105 0.408 -1.194
H -0.811 2.094 1.638
C 0.589 -0.288 -1.513
H -1.166 -2.987 0.253
H 1.333 1.468 -0.516
H 1.928 0.381 3.650
O -1.714 -2.810 -0.514
H 2.208 0.059 -0.114
O 2.226 0.521 2.747
H -0.641 0.674 1.106
H 0.608 -1.304 -1.127
H 0.609 -0.338 -2.601
H 1.398 0.729 2.286
```

Computed properties:
Charge: -1
2S+1: 1

---

#ii
Computed, not measured: a cluster of 4 separate species, C2H11O3S in total, with ωB97M-V/def2-TZVPD.

Geometry as XYZ:
```
17
Properties=species:S:1:pos:R:3
H -0.431 -0.840 -1.756
H -2.078 1.021 0.008
O 2.574 -0.923 -0.294
H -2.036 -1.163 -1.083
H 1.289 2.684 2.513
H 1.926 -0.734 0.427
O 0.083 -2.919 -0.041
O 0.512 3.249 2.405
H 2.431 -0.107 -0.760
H -1.990 0.091 -2.176
S -0.168 0.059 1.132
H -0.568 1.520 -0.755
C -1.091 0.667 -0.314
H 1.039 -2.756 -0.211
H -0.121 -2.104 0.450
C -1.349 -0.378 -1.408
H -0.023 2.633 1.863
```

Computed properties:
Charge: -1
2S+1: 1

---

Verdict on stability: #i comes out at the bottom.

---

#i
Computed, not measured: an isolated molecule of C11H14N2O2, with ωB97M-V/def2-TZVPD.

Geometry as XYZ:
```
29
Properties=species:S:1:pos:R:3
C -1.603 2.160 -0.410
H -2.211 1.206 -0.018
C -0.540 -0.401 0.763
H -1.653 4.101 0.045
C 2.362 -2.583 -2.272
H 1.333 -0.680 -1.736
H 2.934 -4.726 -2.476
H 2.729 -2.272 -3.038
O -1.196 -0.194 1.678
H -2.037 2.266 -1.305
H -2.915 3.246 0.894
H -1.967 1.999 2.380
H -0.892 3.722 2.597
H -0.543 -2.480 1.308
C -1.189 2.857 1.948
O -0.016 0.285 -0.238
H 0.411 -4.349 0.506
C 2.585 -3.938 -2.029
N 1.605 -4.618 -1.092
C 0.080 2.415 1.321
N -0.223 -1.754 0.640
H 0.737 3.110 1.239
C 0.864 -3.927 -0.296
C 0.724 -2.410 -0.390
C -0.079 1.687 -0.044
C -1.897 3.213 0.667
C 1.392 -1.748 -1.607
H 0.548 2.084 -0.854
H 0.658 1.728 1.819
```

Computed properties:
Charge: 0
2S+1: 1

---

#ii
Computed, not measured: an isolated molecule of C11H14N2O2, with ωB97M-V/def2-TZVPD.

Geometry as XYZ:
```
29
Properties=species:S:1:pos:R:3
N 4.598 0.400 -0.122
C -1.378 0.722 0.147
H 0.971 -2.903 -0.461
C -3.760 -0.649 0.234
O 2.692 -0.982 0.350
H -3.670 -0.456 2.357
O 5.469 -0.429 0.118
C -3.155 -0.474 -0.987
C 2.449 1.254 0.173
H -0.037 2.276 -0.501
C 0.820 -1.943 -0.842
C -3.215 -0.178 1.408
C -1.967 0.192 -1.011
C 1.092 0.564 -0.295
C 1.339 -0.823 0.204
H 1.336 -1.897 -1.792
H -4.780 -1.201 0.115
H 1.182 0.643 -1.359
C -0.134 1.500 0.202
H 2.190 1.543 1.296
H -1.773 1.091 2.246
H -0.178 -1.591 -1.055
H 0.131 1.832 1.231
C -2.044 0.616 1.335
H 2.678 2.214 -0.335
H 0.780 -0.969 1.149
N 3.385 0.197 0.064
H -1.344 0.257 -1.882
H -3.675 -0.805 -1.985
```

Computed properties:
Charge: 0
2S+1: 1

---

Verdict on stability: #i comes out at the bottom.

---

#i
Computed, not measured: a cluster of 13 separate species, C52H104O39 in total, with ωB97M-V/def2-TZVPD.

Geometry as XYZ:
```
195
Properties=species:S:1:pos:R:3
C 3.156 8.077 -6.408
C 2.346 -2.336 6.790
C 3.212 1.489 -0.656
C 1.631 4.907 0.085
H 9.218 3.385 0.680
C -2.294 -4.497 -1.532
C 0.908 1.062 -0.252
O 1.695 -2.349 -1.700
C 5.779 -1.319 2.245
C -8.678 -7.089 -2.485
H -8.153 -7.744 2.885
O 8.134 3.114 -1.540
H -6.232 -6.716 3.441
H 4.342 1.831 3.981
H 2.978 -1.875 -3.260
O 2.637 4.702 1.052
C 2.215 4.268 2.248
H -8.635 -7.529 -3.477
H 3.109 2.210 0.158
C -5.295 -7.174 3.761
H 0.115 1.709 3.739
C -7.220 -4.721 0.710
H -4.805 -2.662 -5.351
C 2.868 6.831 -5.634
H -0.853 1.272 5.132
C 0.768 0.189 -4.294
H 3.575 -3.680 5.623
H -6.559 8.471 -0.215
H 6.616 0.359 -3.493
C -4.514 -6.199 4.614
H 0.846 -2.366 0.786
O 5.897 1.569 0.812
H 4.509 3.105 -5.998
C 8.746 2.115 -1.829
H 0.236 0.952 -4.864
H 2.100 5.065 -0.883
C 3.929 5.271 -4.260
H 2.855 -1.460 6.383
C -2.371 4.574 1.503
C 6.314 4.084 1.641
C 3.323 2.082 4.282
O -0.161 0.591 -0.883
C -4.814 1.449 0.669
H 3.591 8.872 -5.801
O -1.482 0.446 3.337
C 10.722 2.753 -0.720
H -4.739 -7.426 2.856
O 9.993 1.806 -1.502
H 0.342 0.099 -3.300
O -4.341 -4.976 3.913
O 4.075 6.319 -5.066
H -2.154 -1.821 2.218
C -1.961 -2.778 2.708
H -1.200 -4.061 -3.370
H 3.724 0.597 -0.307
O 5.070 5.140 -3.556
O 0.942 1.370 0.907
C -4.685 1.164 2.160
C -2.184 -0.552 -1.096
H -4.103 2.215 0.370
O -7.504 -5.253 -3.536
C 7.028 -0.468 2.079
H -4.726 0.534 0.088
C 10.203 2.917 0.678
H 2.687 -2.499 7.811
C -8.502 -7.866 1.859
H -6.843 6.542 1.522
C 2.163 -2.666 3.735
H -0.481 -1.374 -5.058
H -2.710 -5.506 -1.524
C -4.527 5.397 1.050
O 1.077 4.008 2.519
C -6.566 6.396 0.473
H -1.337 -2.538 3.566
H -6.181 -1.807 -4.604
H -8.138 7.712 -0.200
C 0.579 -1.140 -5.008
H -3.563 -6.642 4.920
H -6.918 7.357 -1.451
H 2.054 3.784 4.702
H 6.968 4.851 2.044
O 3.221 -2.110 3.693
C -3.150 -4.674 3.413
H 0.950 -1.160 -6.032
H 5.959 4.186 -1.937
C 6.919 1.271 -2.993
C 1.524 -2.024 1.557
H 4.289 1.732 -7.139
O -6.175 -3.848 -4.468
H 2.215 8.510 -6.761
H 3.168 -1.017 -1.724
H 2.661 1.553 3.591
H 4.680 3.243 -2.710
H 1.136 -1.917 -4.480
H 10.255 2.021 1.286
H 2.578 -2.159 1.311
H -2.997 -1.050 -0.570
H -0.525 -5.379 -2.464
H -9.628 -7.315 -2.004
O -3.232 5.461 0.776
O -8.137 -4.020 0.390
H -5.487 -8.115 4.278
H 4.254 4.521 -1.719
C -5.472 -2.627 -4.500
H -5.034 -5.943 5.537
H 0.244 0.056 4.345
C 6.400 1.769 1.882
H 0.975 4.039 -0.011
O -5.146 6.343 0.353
H 3.738 7.901 -7.311
H -5.808 1.878 0.517
H 2.398 6.098 -6.298
C 2.985 -1.984 -2.176
O 1.918 1.034 -1.103
O 1.189 -2.514 2.842
H -9.011 -6.713 0.113
H -5.446 0.442 2.444
H -9.315 -5.904 1.689
C -2.482 1.283 3.091
H 4.877 -0.732 2.092
O -3.176 -3.385 3.068
H -4.886 -2.518 -3.593
H 5.783 -1.681 3.269
O 3.275 4.158 3.041
C -8.643 -6.548 1.125
H -6.020 -2.428 0.008
O 2.151 0.549 -4.266
H -2.601 3.541 1.262
O 2.978 4.551 -4.133
H -6.282 -2.459 1.732
O 2.115 1.115 -6.446
C -6.983 -4.038 -3.423
C 4.649 2.036 -6.153
C 5.014 4.255 -2.466
C -1.276 0.117 -0.095
O 6.494 2.923 2.488
O -0.102 -3.533 -1.680
C -0.440 0.885 4.199
H -1.709 0.991 0.391
O -2.202 -5.395 3.306
H -2.064 -4.373 -0.470
H -9.436 -5.101 -2.772
H -4.787 2.113 2.683
C -5.702 -2.922 0.928
H -2.486 4.781 2.564
H 5.278 4.410 1.746
C -8.479 -5.586 -2.550
O -7.317 -6.007 1.026
C 2.661 1.050 -5.376
C 1.126 -3.441 -2.185
O 6.866 0.823 2.685
H -1.374 -3.299 1.947
C 2.522 -3.526 5.864
H 5.709 1.796 -6.206
C -7.081 7.523 -0.383
H 2.270 -4.437 6.407
H -4.642 -2.798 1.106
H 7.908 -0.914 2.548
H -3.052 -3.790 -1.858
O -5.980 -4.328 0.964
H 10.775 3.703 -1.262
H 3.159 1.647 5.271
H -2.467 0.203 -1.827
O 1.693 -3.404 4.733
H -8.204 -5.169 -1.583
H 3.790 -2.671 -1.912
H 11.767 2.443 -0.727
O -2.640 2.335 3.648
H 6.796 2.162 -3.615
H 10.795 3.716 1.143
C 3.051 3.563 4.320
H 3.727 2.037 -1.433
H 6.216 1.455 -2.172
H 1.280 -2.102 6.868
O 3.933 1.353 -5.140
O 8.233 1.089 -2.522
H 3.728 4.040 5.031
O 1.627 -4.207 -2.954
O -7.295 -3.179 -2.636
H 6.536 3.859 0.601
H 5.805 -2.127 1.515
H -7.056 5.460 0.188
H -7.832 -8.558 1.349
H 1.461 -0.929 1.632
H -1.613 -1.335 -1.596
H 1.017 5.779 0.316
H -0.936 -0.571 0.681
H -9.478 -8.351 1.951
C -1.032 -4.419 -2.351
O -5.066 4.568 1.732
H 2.114 6.949 -4.852
H -7.913 -7.497 -1.820
H -1.334 4.767 1.241
O -3.394 0.597 2.414
H 7.350 -0.382 1.038
```

Computed properties:
Charge: 0
2S+1: 1

---

#ii
Computed, not measured: a cluster of 13 separate species, C52H104O39 in total, with ωB97M-V/def2-TZVPD.

Geometry as XYZ:
```
195
Properties=species:S:1:pos:R:3
O 2.737 1.113 3.098
H 5.927 -0.693 -5.444
H 0.893 0.554 2.367
O -1.825 -0.867 -4.711
H -2.424 -3.327 1.609
O 2.127 6.285 -3.094
O 0.588 -6.534 -5.673
C 5.060 -2.230 -1.025
H -0.229 5.971 -3.169
H -4.990 1.418 -3.337
H 3.318 2.229 -2.350
H 1.872 -7.907 -6.577
O 2.799 6.773 -1.017
H -0.882 5.191 -1.749
O 5.364 -5.687 -0.899
H 2.855 -1.595 -1.077
O -6.046 0.895 3.749
C -5.306 0.605 2.688
C -5.005 -1.063 1.063
H -1.420 -5.274 -8.071
H -2.663 1.773 0.477
H 3.424 -2.934 3.668
H -3.272 -2.912 3.915
H -6.790 -1.582 -0.054
O -3.425 0.382 -4.008
H -0.237 3.640 0.620
H -1.560 -1.350 -6.663
H 4.090 -0.533 -0.434
H 3.505 3.361 6.066
O -2.248 -4.720 -3.353
O -0.723 1.213 0.011
C -8.162 7.365 4.927
H -6.343 2.477 5.010
C -1.311 3.442 0.553
H 0.518 1.946 -3.419
O 3.576 5.044 4.817
H -2.413 -4.888 -1.299
H -3.572 -4.558 -6.962
C -3.530 -8.453 3.833
H 0.300 -8.533 -6.088
H -1.119 -4.366 2.362
H -2.955 -8.786 2.967
O 4.860 -3.635 -1.185
C 1.173 5.238 2.318
H 5.631 -7.580 -0.293
H 3.995 -4.301 -4.188
C 0.808 -7.673 -6.510
C -0.977 -1.338 -5.741
O 2.384 5.302 3.046
C 2.361 4.869 4.311
H 4.280 7.438 -2.437
C -4.304 1.509 -4.176
O 6.600 -4.102 0.146
O 0.711 6.408 -1.349
C 1.218 2.212 -2.626
C -2.701 -3.818 3.721
H 0.911 -2.277 -0.218
H 1.810 -3.294 3.011
O 0.046 -0.285 6.000
H 3.806 4.581 8.153
H -4.390 -9.098 3.975
H 7.580 1.087 5.621
H 1.473 -2.708 -4.295
H 0.078 0.371 -6.757
H 1.713 1.966 1.562
C -1.861 -3.582 2.505
H 2.279 -0.971 4.926
C -1.534 -4.238 -7.764
C -0.878 -0.095 -0.135
H -1.499 1.767 1.852
C 5.001 -1.270 -5.423
C -2.951 -4.677 -4.489
O -2.363 0.968 -5.902
H -1.461 1.736 5.181
C -0.453 6.121 -2.113
O 5.034 1.048 -3.900
H 3.556 -2.015 0.475
H -8.106 6.797 5.854
H -2.584 0.415 5.550
C -2.630 -4.052 -6.755
H 3.466 -2.859 -3.239
H 6.213 2.056 6.152
H -4.716 2.462 4.288
C -2.976 -6.159 3.764
C 3.510 5.143 7.261
H -2.885 -8.582 4.707
O -1.728 -0.768 0.376
O -7.473 5.804 1.246
H 7.049 -6.910 -1.169
H -3.775 2.446 -4.010
H 2.343 -3.179 -5.676
H 5.876 -1.952 -0.362
H -4.381 -0.384 0.490
O 1.395 4.437 4.878
C 1.525 -5.614 -5.666
C -2.491 0.254 -4.968
H 6.706 -6.400 0.499
C -2.861 -5.292 -2.203
C 2.043 -3.547 -4.695
H -2.597 -6.356 -2.166
H -1.175 6.928 -2.021
C 6.265 -6.713 -0.443
H 4.661 -1.267 -6.464
C -6.931 5.423 2.223
H -5.675 3.021 0.954
H 5.001 6.912 0.503
C 0.214 -0.414 -6.020
H 1.099 1.634 -1.719
H 4.993 4.285 6.050
C -5.520 1.849 4.676
H 4.001 6.115 7.307
C -0.187 -0.536 4.853
H 2.725 2.950 -3.946
H 0.322 5.199 2.999
H 0.755 -2.223 -1.941
C 4.958 7.567 -0.366
H -0.563 -3.875 -7.424
C 6.075 1.395 4.084
C 4.032 0.972 2.910
O -3.548 -4.966 3.559
H 5.354 -1.746 -1.968
H -1.754 4.142 1.262
H -1.250 -2.683 2.659
H 6.359 2.410 3.778
H -1.788 -3.571 -8.594
H -4.808 1.440 -5.133
C 4.000 0.513 -4.193
H 1.163 4.338 1.707
C -5.885 -2.049 0.323
C 2.622 2.173 -3.188
H -5.218 1.253 5.540
H 5.916 7.883 -0.774
H -4.282 3.954 1.235
H 0.990 3.243 -2.331
H 0.444 -7.427 -7.508
O 1.222 -4.717 -4.749
C 2.470 -2.503 3.368
C 6.507 1.210 5.519
O 2.790 0.912 -3.875
O -1.811 -6.361 3.987
H -9.251 5.924 3.673
O -2.095 -4.413 -5.464
H 2.698 -1.771 2.594
C 1.773 -1.857 4.537
H -0.490 -2.292 -5.589
O 2.493 -5.610 -6.357
C -2.020 0.907 4.751
O 3.912 -0.709 -4.722
H 1.055 -1.080 -6.246
O -5.827 -0.443 2.092
H -7.207 7.897 4.850
O 0.060 -0.518 -0.953
C 3.909 4.374 6.033
C -1.651 1.998 0.796
O 4.543 0.359 2.027
H 2.258 0.267 1.305
O 4.625 1.400 4.017
H -8.516 7.270 2.824
O -7.229 5.777 3.453
H -8.872 8.183 5.060
C 1.823 0.982 2.008
O -4.113 -4.938 -4.624
O -3.932 -7.100 3.708
H 2.758 -4.419 -2.900
H -2.909 -3.005 -6.611
H 6.492 0.680 3.381
H 1.607 -2.572 5.344
C 4.137 6.933 -1.487
H -5.259 -2.622 -0.354
H 5.270 -2.281 -5.132
H 1.070 6.140 1.722
C 5.724 -4.447 -0.578
H -1.567 3.756 -0.461
H -6.209 -2.761 1.088
H 4.564 5.926 -1.567
H -2.771 1.254 4.048
H 0.629 0.096 -5.142
O -1.178 -0.035 4.114
H -3.942 -5.192 -2.215
H -0.745 -2.359 -0.951
H -5.553 4.640 0.209
H 4.496 8.480 0.033
C -8.386 6.589 3.667
H -4.306 -1.649 1.672
C 0.260 -1.937 -1.027
H -2.116 -4.020 4.619
C 3.169 -3.796 -3.693
C 3.773 -1.579 -0.501
O 0.490 -1.383 4.091
H 5.914 0.420 5.993
O -4.305 1.202 2.344
H 2.439 5.279 7.417
C 1.898 6.466 -1.941
C -5.361 4.056 1.105
O -5.932 4.555 2.307
```

Computed properties:
Charge: 0
2S+1: 1

---

Verdict on stability: #ii comes out at the bottom.